C54H56N4P2PdSi2Te2 | ωB97M-V/def2-TZVPD

```
121
Properties=species:S:1:pos:R:3
Pd 0.3414 -0.0615 0.5280
N 4.9342 -0.7702 9.7083
C 4.3495 -0.6723 8.7183
C 3.6285 -0.5528 7.4925
C 4.1093 0.2608 6.4555
C 3.4076 0.3746 5.2794
C 2.2011 -0.3275 5.0514
C 1.7230 -1.1067 6.1269
C 2.4196 -1.2285 7.3111
C 1.4959 -0.2128 3.7882
C 1.4336 1.1193 3.1782
C 1.4750 2.3460 3.8385
C 1.3100 3.3485 2.8589
C 1.1655 2.6851 1.6571
N 1.2619 1.3337 1.8376
C 0.8789 -1.3194 3.2199
C 1.0846 -2.7124 3.6826
C 0.4872 -3.5377 2.8293
C -0.1526 -2.7436 1.7434
N 0.1151 -1.3559 2.1106
H 5.0433 0.7941 6.5829
H 3.7840 1.0110 4.4895
H 0.7605 -1.5917 6.0305
H 2.0162 -1.8296 8.1169
H 1.5809 2.4835 4.9042
H 1.2720 4.4175 3.0076
H 0.9486 3.1069 0.6839
H 1.6661 -2.9905 4.5469
H 0.4657 -4.6183 2.8754
H -1.5933 -4.1136 1.0886
Te -1.5115 0.6982 -3.1209
C -3.1900 0.4375 -4.3615
C -3.3153 1.1234 -5.5661
C -4.4295 0.8957 -6.3576
N -5.4132 0.0545 -6.0441
C -5.2829 -0.5932 -4.8850
C -4.2091 -0.4467 -4.0223
C -2.3778 0.0363 -1.3201
P -1.3201 -1.1939 -0.5673
C -2.2856 -2.1511 0.5011
C -1.6365 -3.0787 1.5060
C -2.4596 -3.0888 2.7674
C -3.7977 -2.9617 2.6978
C -4.4682 -2.6126 1.4762
C -3.6843 -2.0882 0.4719
C -0.6466 -2.3203 -1.8570
C 0.7168 -2.5101 -2.0367
C 1.1918 -3.3796 -3.0119
C 0.2987 -4.0700 -3.8167
C -1.0694 -3.9120 -3.6210
C -1.5360 -3.0595 -2.6353
P -2.2284 1.5162 -0.2084
C -3.4547 2.6929 -0.9188
C -3.3174 4.0424 -0.6014
C -4.2012 4.9848 -1.1059
C -5.2300 4.5937 -1.9536
C -5.3747 3.2524 -2.2800
C -4.4966 2.3125 -1.7596
C -3.1179 1.1381 1.3544
C -2.3593 1.1804 2.5220
C -2.9566 0.9537 3.7552
C -4.3159 0.6984 3.8307
C -5.0818 0.6657 2.6706
C -4.4828 0.8799 1.4407
H -2.5686 1.8422 -5.8831
H -4.5387 1.4312 -7.2971
H -6.0875 -1.2764 -4.6275
H -4.1613 -0.9842 -3.0806
H 0.3833 -2.9799 0.8064
H -1.9674 -3.2611 3.7189
H -4.3823 -3.0480 3.6110
H -5.5443 -2.4945 1.4548
H -4.1457 -1.5395 -0.3441
H 1.4062 -1.9645 -1.4032
H 2.2603 -3.5150 -3.1410
H 0.6624 -4.7441 -4.5836
H -1.7713 -4.4612 -4.2375
H -2.6007 -2.9528 -2.4565
H -2.5028 4.3519 0.0450
H -4.0791 6.0299 -0.8451
H -5.9112 5.3320 -2.3608
H -6.1704 2.9343 -2.9445
H -4.6050 1.2633 -2.0046
H -1.2952 1.3869 2.4705
H -2.3467 0.9677 4.6504
H -4.7814 0.5119 4.7920
H -6.1425 0.4494 2.7247
H -5.0799 0.8369 0.5367
C 3.4968 -1.5099 0.9975
Si 4.4837 -0.2087 0.1150
C 5.3413 -1.0116 -1.3661
C 5.8272 0.4406 1.2592
C 3.5559 1.3253 -0.4574
Te 1.6064 1.2838 -1.3140
C 2.2436 0.2560 -3.0840
Si 2.8606 1.3885 -4.4331
C 1.4093 2.2656 -5.2231
C 3.7311 0.3438 -5.7334
C 4.0840 2.6676 -3.8082
H 4.0990 -2.4198 1.0807
H 2.5663 -1.7597 0.4813
H 3.2187 -1.1807 2.0009
H 6.0993 -1.7146 -1.0097
H 5.8374 -0.2793 -2.0080
H 4.6410 -1.5825 -1.9795
H 6.4412 -0.3778 1.6436
H 5.3719 0.9466 2.1135
H 6.4856 1.1514 0.7543
H 4.1734 1.8365 -1.2015
H 3.4304 2.0053 0.3882
H 1.3594 -0.2681 -3.4558
H 2.9656 -0.4982 -2.7780
H 0.6967 1.5474 -5.6346
H 1.7438 2.9201 -6.0324
H 0.8713 2.8732 -4.4919
H 3.0645 -0.4162 -6.1454
H 4.5984 -0.1660 -5.3073
H 4.0812 0.9694 -6.5591
H 3.6861 3.2502 -2.9760
H 4.2993 3.3605 -4.6275
H 5.0293 2.2191 -3.4946
```

Values from the calculation:
Energy = -115267.9835 eV
LUMO = 3.46 eV
E_HOMO = -0.8 eV
ΔE to the lowest compared entry with this formula, charge and spin = 0.0 kJ/mol
HOMO-LUMO gap = 4.28 eV
Total charge = -2
Multiplicity = 1

Mulliken atomic charge list, values in e, 99 entries: 1.0365 -0.6634 0.0978 0.4447 -1.0082 -0.5015 0.7603 -0.4333 -0.9845 1.4223 -1.1006 -0.2086 -1.5704 -0.6590 1.4249 -1.9773 -0.6961 -1.8335 -0.1596 1.0081 0.4252 0.5572 0.5774 0.4280 0.6312 0.4058 0.1719 0.7644 0.4162 0.2934 0.3703 0.4168 -0.6141 -0.3700 -0.7296 -0.5634 0.1392 -1.4297 1.3209 -0.2660 1.0660 -1.2087 -0.4185 -1.0077 0.2088 1.1247 -0.0776 -0.9907 -0.6538 -0.7193 -1.0056 1.0770 0.7060 -0.9079 -0.5430 -0.5712 -1.0883 -0.5348 0.5223 -0.2071 -0.5294 -0.5123 -0.6499 -0.1581 0.3573 0.3660 0.3734 0.2002 -0.2452 0.2297 0.3330 0.3227 0.1301 -0.1607 0.4564 0.3872 0.4188 0.3505 0.4144 0.3797 0.3549 0.4260 0.6750 0.2569 0.4750 0.3504 0.3337 0.1402 0.4530 0.0459 -0.9771 -1.1747 -0.6810 0.1369 0.5451 0.3926 -0.9521 -1.1675 -1.1172

***

C2H5FO2 | ωB97M-V/def2-TZVPD

```
10
Properties=species:S:1:pos:R:3
C 1.1385 0.0885 -0.4646
C -0.1859 -0.0732 0.2313
O -0.2916 0.5137 1.3966
O -1.5622 0.5130 -0.7297
F -0.4077 -1.4522 0.2914
H 1.8865 -0.6224 -0.1296
H 1.0768 -0.0226 -1.6378
H 1.4381 1.1076 -0.2823
H -0.7904 0.0862 2.0599
H -2.3021 -0.1385 -0.7353
```

Values from the calculation:
Energy = -8960.8159 eV
<S²> = 2.006
LUMO (spin up / spin down) = 0.86 / -3.03 eV
E_HOMO (spin up / spin down) = -4.7 / -11.7 eV
ΔE to the lowest compared entry with this formula, charge and spin = 128.2 kJ/mol
HOMO-LUMO gap (spin up / spin down) = 5.58 / 8.70 eV
Multiplicity = 3

And the Mulliken charges, in e, turn out to be: -1.1026 0.4363 -0.4176 -0.1658 -0.2950 0.3054 0.2460 0.3449 0.3174 0.3310

***

C3H9NO3S | ωB97M-V/def2-TZVPD

```
17
Properties=species:S:1:pos:R:3
O -0.4761 -0.3374 2.1894
C -0.9713 -0.0652 1.1304
O -2.3086 -0.2832 0.9220
N -0.3459 0.4865 0.0429
C 1.0704 0.7926 0.1010
C 1.9675 -0.4297 -0.0657
S 3.6848 -0.1402 0.5003
H -2.6103 0.3249 0.2327
H -0.7098 0.2124 -0.8536
H 1.2417 1.5448 -0.6622
H 1.3025 1.2485 1.0621
H 1.5427 -1.2530 0.5056
H 2.0836 -0.7310 -1.1062
H 3.3475 0.6403 1.5393
O -2.7623 -0.3282 -1.8245
H -3.7093 -0.4858 -1.7871
H -2.3470 -1.1962 -1.9263
```

Values from the calculation:
SMILES = O=C(O)NCCS.O
Energy = -21725.3885 eV
LUMO = 0.20 eV
E_HOMO = -9.1 eV
ΔE to the lowest compared entry with this formula, charge and spin = 23.3 kJ/mol
HOMO-LUMO gap = 9.33 eV
Multiplicity = 1

And the Mulliken charges, in e, turn out to be: -0.5534 0.5792 -0.4706 -0.1740 -0.8054 -0.4675 -0.2218 0.3646 0.2192 0.3069 0.4707 0.3357 0.3226 0.1144 -0.6681 0.3172 0.3303

***

C17H30ClI2N2OP2Pt | ωB97M-V/def2-TZVPD

```
56
Properties=species:S:1:pos:R:3
I 0.4376 1.0953 -6.1749
I 0.2298 2.7788 -2.3364
Pt 0.2638 0.2866 -3.0642
P -1.9498 0.0467 -2.4375
C -2.5721 1.1662 -1.1614
C -2.7585 0.4301 -4.0063
H -3.8446 0.2779 -3.9190
H -3.5457 -1.7212 -1.9656
H -2.3222 -0.2159 -4.7807
H -1.9448 -2.3533 -2.4654
H -2.2424 2.1941 -1.3596
H -2.5386 1.4710 -4.2704
C -2.4590 -1.5926 -1.8729
H -3.6698 1.1437 -1.1154
H -2.1611 -1.7122 -0.8252
H -2.1675 0.8763 -0.1849
P 2.4722 0.0426 -2.4439
C 3.2574 1.1446 -1.2355
C 2.9186 -1.6205 -1.8737
H 2.8371 -0.2751 -4.7880
H 4.3475 0.2812 -3.9443
H 3.0001 1.4274 -4.3225
C 3.2597 0.3999 -4.0339
H 2.3977 -2.3624 -2.4889
H 4.0084 -1.7693 -1.9305
H 4.3525 1.0286 -1.2724
H 2.9170 0.9121 -0.2202
H 2.5858 -1.7408 -0.8333
H 2.9997 2.1877 -1.4456
Cl 0.2292 -1.9382 -3.9174
C 0.6134 0.9611 4.5435
N 0.3923 0.9591 3.1106
N 0.0427 -0.1325 2.3965
C 0.1558 0.1436 1.0284
O -0.0882 -0.6850 0.1317
C 0.6365 1.5127 0.9986
C 0.8598 1.9166 2.2766
C 1.4948 3.1696 2.7626
C -0.7547 -1.1721 2.9308
C -1.7174 -0.8958 3.8816
C -2.6396 -1.8831 4.2150
C -2.6331 -3.1100 3.5338
C -1.6630 -3.3722 2.5505
C -0.7086 -2.4030 2.2659
H 1.6758 1.1363 4.7691
H 0.3094 -0.0121 4.9307
H 0.0221 1.7603 5.0094
H 0.7459 2.1060 0.1035
H 0.7974 3.7741 3.3720
H 2.3825 2.9278 3.3740
H 1.8214 3.7895 1.9042
H -1.7418 0.0745 4.3602
H -3.3702 -1.7002 4.9892
H -3.3866 -3.8718 3.7470
H -1.6406 -4.3260 2.0056
H 0.0559 -2.5569 1.4988
```

Values from the calculation:
Energy = -73664.1776 eV
<S²> = 6.043
LUMO (spin up / spin down) = -9.94 / -13.00 eV
E_HOMO (spin up / spin down) = -17.5 / -17.2 eV
ΔE to the lowest compared entry with this formula, charge and spin = 0.0 kJ/mol
HOMO-LUMO gap (spin up / spin down) = 7.61 / 4.18 eV
Total charge = +3
Multiplicity = 5

And the Mulliken charges, in e, turn out to be: 0.5022 -0.0576 0.5009 0.6169 -0.8800 -1.1386 0.4588 0.4745 0.3337 0.3949 0.3844 0.3434 -0.9134 0.4770 0.1107 0.0757 0.6605 -1.0284 -1.0478 0.3296 0.4637 0.3372 -1.1878 0.3761 0.4506 0.5099 0.2557 0.2501 0.3263 -0.3450 -1.0918 -0.0659 0.6359 0.6310 -0.3552 0.0926 0.0833 -1.5906 0.4357 -0.0625 -0.8566 -0.4516 -0.7885 -0.3303 0.3476 0.5989 0.3907 -0.2387 0.3637 0.4191 0.3698 0.6113 0.4373 0.4306 0.4474 0.5027

***

C11H27BCuNO11V2 | ωB97M-V/def2-TZVPD

```
54
Properties=species:S:1:pos:R:3
O 2.9583 2.8942 -21.8318
V 1.4178 2.5523 -22.0273
O -1.5914 6.2826 -21.2915
V -1.4756 4.7235 -21.6311
Cu 1.3123 5.9751 -24.6815
C -0.1945 3.8089 -23.8695
O 0.9734 3.5533 -24.0019
O -0.6464 4.8877 -23.6442
O -0.5519 3.1000 -22.9216
C 0.3954 3.8267 -19.7790
O -0.8448 3.8867 -19.7070
O 1.0278 2.7708 -19.8198
O 0.7812 4.4448 -20.7849
B 1.5532 0.3059 -22.5510
H 1.6356 -0.7349 -22.8235
H 1.8908 0.5167 -21.5481
H 2.1248 0.9467 -23.2043
H 0.5435 0.6842 -22.5129
C 4.5704 5.2514 -23.2383
O 3.5656 6.0899 -23.8055
C 3.8773 7.4232 -23.5252
C 3.0670 8.4219 -24.2698
N 1.7115 8.1353 -23.9245
C 0.7004 9.0841 -24.4798
C -0.6787 8.3380 -24.4986
O -0.7467 7.6390 -25.7499
C -2.0968 7.2042 -26.1902
H 4.3668 4.1968 -23.4241
H 4.8088 5.4526 -22.1939
H 5.5863 5.4711 -23.5666
H 4.9051 7.5383 -23.8693
H 3.8369 7.5890 -22.4487
H 3.2499 8.2222 -25.3256
H 3.3368 9.4594 -24.0725
H 1.5157 7.9811 -22.9457
H 0.7904 9.3091 -25.5425
H 0.8199 10.0257 -23.9440
H -1.4124 9.1287 -24.3417
H -0.8256 7.5827 -23.7266
H -2.0982 6.1337 -25.9854
H -2.3078 7.4228 -27.2371
H -2.8907 7.6292 -25.5761
C 3.4820 2.4386 -28.1963
C 3.5146 3.1978 -26.8853
C 4.5439 4.3523 -26.7414
O 2.2468 3.7160 -26.6058
H 4.4967 2.1987 -28.5138
H 3.1313 3.0576 -29.0221
H 2.8803 1.5375 -28.0782
H 3.8285 2.4104 -26.2000
H 5.4424 3.8216 -26.4265
H 4.2353 5.0839 -25.9946
H 4.7110 4.8224 -27.7104
H 1.8239 3.5712 -25.7563
```

Values from the calculation:
Energy = -132540.9134 eV
<S²> = 2.110
LUMO (spin up / spin down) = -2.26 / -1.75 eV
E_HOMO (spin up / spin down) = -9.0 / -9.3 eV
ΔE to the lowest compared entry with this formula, charge and spin = 478.8 kJ/mol
HOMO-LUMO gap (spin up / spin down) = 6.78 / 7.59 eV
Multiplicity = 3

And the Mulliken charges, in e, turn out to be: -0.3182 0.8328 -0.5014 1.2170 0.3562 1.6612 -0.6470 -0.5390 -1.1869 1.3177 -0.7540 -0.7067 -0.7826 -0.2064 -0.1697 0.0647 -0.1215 -0.0054 -1.0794 0.2921 -0.6865 -0.7364 0.0111 -0.8957 -0.4122 -0.3026 -0.7943 0.2955 0.3609 0.3836 0.4878 0.3478 0.2744 0.3735 0.1561 0.3711 0.4893 0.5698 0.1157 0.2303 0.2574 0.3552 -1.6330 0.8050 -0.9439 -0.4815 0.4052 0.3511 0.3597 0.2195 0.3266 -0.0376 0.3817 0.2718

***

C4H6N2O | ωB97M-V/def2-TZVPD

```
13
Properties=species:S:1:pos:R:3
C 1.1823 2.0507 -0.3357
O 0.1406 1.2518 -0.8676
C -0.0797 0.0647 -0.2565
C -1.0537 -0.8391 -0.7338
C -1.1019 -1.8402 0.1901
N -0.1503 -1.5940 1.1146
N 0.5249 -0.3798 0.8433
H 1.2409 2.9588 -0.9353
H 0.9920 2.3218 0.7025
H 2.1218 1.5047 -0.3847
H -1.5838 -0.7795 -1.6593
H -1.7783 -2.6823 0.2627
H -0.1014 -2.1724 1.9649
```

Values from the calculation:
SMILES = COc1cc[nH]n1
Energy = -9271.8005 eV
LUMO = 1.05 eV
E_HOMO = -8.8 eV
ΔE to the lowest compared entry with this formula, charge and spin = 164.2 kJ/mol
HOMO-LUMO gap = 9.88 eV
Multiplicity = 1

And the Mulliken charges, in e, turn out to be: -0.6120 -0.3594 0.6136 -0.4285 -0.4390 0.0858 -0.6892 0.2192 0.2844 0.2922 0.3694 0.4130 0.2505

***

C19H11MnN5O4Se | ωB97M-V/def2-TZVPD

```
41
Properties=species:S:1:pos:R:3
Mn -0.7354 0.2647 0.0043
O -0.7735 4.9247 0.2776
C -0.9375 3.6333 0.1864
O -0.0523 2.8108 0.2007
C -2.3335 3.1776 0.0656
C -3.4473 3.9907 0.0448
C -4.7042 3.4182 -0.0436
C -4.8199 2.0507 -0.0998
C -3.6705 1.2913 -0.0765
N -2.4190 1.8569 -0.0029
C -3.5767 -0.1296 -0.1152
O -4.5741 -0.9677 -0.1808
O -2.4347 -0.6171 -0.0838
H 0.1669 5.1527 0.3686
H -3.3067 5.0626 0.1026
H -5.5965 4.0293 -0.0619
H -5.8054 1.6052 -0.1590
H -5.4479 -0.5497 -0.2053
Se 5.7254 -4.2060 -0.0182
N 5.5083 -2.4626 -0.0525
C 4.2081 -2.2463 -0.0331
C 3.6048 -0.8997 -0.0633
C 4.3849 0.2505 -0.1193
C 3.7698 1.4659 -0.1494
C 2.3791 1.5249 -0.1172
N 1.5969 0.4370 -0.0561
C 2.2279 -0.7716 -0.0356
C 1.3852 -1.9709 0.0223
N 0.0535 -1.7649 0.0409
C -0.7715 -2.8165 0.0914
C -0.3026 -4.1236 0.1242
C 1.0511 -4.3323 0.1037
C 1.9184 -3.2483 0.0514
C 3.3846 -3.3988 0.0237
N 4.0060 -4.5605 0.0509
H 5.4628 0.1417 -0.1403
H 4.3389 2.3837 -0.1978
H 1.8831 2.4723 -0.1432
H -1.8290 -2.6052 0.1051
H -1.0008 -4.9473 0.1649
H 1.4833 -5.3260 0.1257
```

Values from the calculation:
Energy = -132176.9085 eV
<S²> = 8.753
LUMO (spin up / spin down) = -7.70 / -7.80 eV
E_HOMO (spin up / spin down) = -13.9 / -13.9 eV
ΔE to the lowest compared entry with this formula, charge and spin = 39.0 kJ/mol
HOMO-LUMO gap (spin up / spin down) = 6.20 / 6.10 eV
Total charge = +2
Multiplicity = 6

And the Mulliken charges, in e, turn out to be: 1.2821 -0.3958 0.1500 -0.5133 0.5131 -0.4626 -0.7676 -0.6312 1.1633 -0.3817 0.3725 -0.4199 -0.6182 0.4029 0.5415 0.4729 0.2402 0.3266 0.3710 -0.8203 0.7193 0.7288 -0.4842 -0.8890 -0.1784 -0.5005 -0.4853 -0.0251 -0.1874 -0.0227 -0.8591 -0.3021 0.5871 0.8152 -0.8206 0.5635 0.4595 0.5544 0.4621 0.4728 0.5662

***

C15H15N3O3 | ωB97M-V/def2-TZVPD

```
36
Properties=species:S:1:pos:R:3
C -4.9100 -2.5524 0.8115
H -5.4110 -2.4999 -0.1880
O -4.2716 -1.2087 1.0559
C -3.5476 -0.7007 0.1796
C -3.1175 0.4102 0.4519
C -2.3352 1.2180 -0.1508
C -1.9838 0.6686 -1.2739
C -2.3836 -0.4181 -1.9603
C -3.2594 -1.1544 -1.1190
H -3.5100 -2.1905 -1.3727
H -2.1298 -0.6420 -2.7784
H -1.3464 1.4633 -2.1852
C -1.8326 2.4873 0.0970
O -2.6092 3.6528 0.4995
N -0.5118 2.8985 0.1013
C 0.4809 1.9835 0.3553
N 0.3196 0.5691 0.4749
C 1.2408 -0.1847 0.5053
C 2.7188 0.3302 0.1788
C 2.8702 1.6256 0.1775
C 1.8125 2.4781 -0.0348
H 1.9315 3.6310 0.0730
H 3.9126 2.0161 -0.0194
N 3.5216 -0.7286 0.4358
C 4.9359 -0.4892 -0.1444
O 5.5938 0.4078 -0.1128
C 5.6552 -2.1803 0.1925
H 5.3203 -2.5072 -0.6119
H 6.6325 -1.8793 0.1765
H 5.4974 -2.4870 1.2385
H 3.2321 -1.5976 0.3702
H 0.9583 -1.1881 0.4583
H -0.2265 3.9277 0.3959
H -3.4868 0.8555 1.5322
H -4.2055 -3.3665 0.5942
H -5.5556 -2.6480 1.5961
```

Values from the calculation:
Energy = -26397.9418 eV
LUMO = 0.00 eV
E_HOMO = -7.6 eV
ΔE to the lowest compared entry with this formula, charge and spin = 1397.7 kJ/mol
HOMO-LUMO gap = 7.62 eV
Multiplicity = 1

And the Mulliken charges, in e, turn out to be: -0.9295 0.3588 -0.4241 0.0037 1.6227 0.0261 0.7430 -2.2490 -0.1629 0.2940 0.9220 -0.0122 -0.6923 -0.7145 0.0164 0.1225 -0.1582 -0.3731 0.5438 -0.4806 -0.5087 0.2106 0.3050 -0.2624 0.3896 -0.3372 -1.4578 0.6386 0.3895 0.2930 0.2616 0.3745 0.4295 0.1588 0.3394 0.3194

***

Look up the energy of the fourth one. -73664.1776 eV